# 1
Formula: C9H14O
Source: OMol25
Level of theory: the ωB97M-V functional and the def2-TZVPD basis

Computed properties:
max |F|	1.212	eV Å⁻¹
LUMO level	0.865	eV
structure (SMILES)	Cc1ccc(O)cc1.CC

```
! wB97M-V def2-TZVPD RIJCOSX def2/J DEFGRID3
* xyz 0 1
C 2.82 1.24 0.38
C 2.91 2.02 -0.92
H 2.31 1.83 1.15
H 2.21 0.35 0.21
H 3.79 0.95 0.75
H 1.88 2.21 -1.27
H 3.53 1.58 -1.69
H 3.30 3.02 -0.72
C -1.79 -2.74 -1.38
C -1.59 -0.56 1.73
C -1.83 -1.63 0.88
C -1.12 0.63 1.20
C -1.62 -1.54 -0.50
C -0.92 0.76 -0.16
C -1.17 -0.32 -0.99
O -0.84 1.72 1.99
H -1.82 -0.66 2.78
H -2.20 -2.57 1.25
H -0.83 1.50 2.93
H -0.54 1.66 -0.62
H -2.66 -3.34 -1.10
H -0.91 -3.39 -1.42
H -0.98 -0.25 -2.05
H -1.94 -2.46 -2.43
*
```



# 2
Formula: C9H14O
Source: OMol25
Level of theory: the ωB97M-V functional and the def2-TZVPD basis

Computed properties:
max |F|	0.957	eV Å⁻¹
LUMO level	0.873	eV
structure (SMILES)	Cc1ccc(O)cc1.CC

```
! wB97M-V def2-TZVPD RIJCOSX def2/J DEFGRID3
* xyz 0 1
C 0.81 3.11 -0.18
C 1.16 2.32 1.10
H 1.54 3.87 -0.46
H 0.65 2.46 -1.03
H -0.12 3.69 -0.09
H 0.95 1.26 0.97
H 0.58 2.72 1.93
H 2.23 2.40 1.27
C -0.62 -1.86 2.19
C 0.20 -2.22 -1.51
C 0.04 -2.53 -0.16
C -0.30 -1.04 -2.00
C -0.55 -1.63 0.70
C -0.97 -0.15 -1.16
C -1.01 -0.41 0.19
O -0.22 -0.81 -3.35
H 0.77 -2.85 -2.19
H 0.42 -3.49 0.17
H -0.83 -0.10 -3.57
H -1.33 0.78 -1.57
H -0.87 -2.90 2.41
H -1.43 -1.30 2.64
H -1.38 0.29 0.94
H 0.27 -1.61 2.75
*
```



# 3
Formula: C9H14O
Source: OMol25
Level of theory: the ωB97M-V functional and the def2-TZVPD basis

Computed properties:
max |F|	5.932	eV Å⁻¹
LUMO level	0.810	eV
structure (SMILES)	Cc1ccccc1.CCO

```
! wB97M-V def2-TZVPD RIJCOSX def2/J DEFGRID3
* xyz 0 1
C -3.09 -0.69 1.38
C -0.21 0.29 -0.88
C -0.33 -0.81 -1.79
C -0.90 0.13 0.30
C -1.81 -0.96 0.48
C -1.23 -1.85 -1.73
C -1.97 -1.92 -0.55
H 0.49 1.16 -1.18
H 0.30 -0.79 -2.72
H -0.77 0.80 1.26
H -1.40 -2.69 -2.54
H -3.88 -1.21 1.04
H -3.28 0.35 1.29
H -2.72 -2.73 -0.43
H -2.82 -0.92 2.48
C 2.29 1.51 0.42
C 3.28 2.67 0.34
O 2.70 0.46 1.24
H 1.32 1.86 0.71
H 2.30 1.15 -0.64
H 2.87 3.72 0.11
H 2.03 0.17 1.82
H 4.11 2.37 -0.34
H 3.68 2.81 1.31
*
```



# 4
Formula: C9H14O
Source: OMol25
Level of theory: the ωB97M-V functional and the def2-TZVPD basis

Computed properties:
max |F|	6.691	eV Å⁻¹
LUMO level	0.804	eV
structure (SMILES)	Cc1ccc(O)cc1.CC

```
! wB97M-V def2-TZVPD RIJCOSX def2/J DEFGRID3
* xyz 0 1
C 1.66 2.49 -2.59
C 1.55 2.10 -4.05
H 1.60 3.57 -2.37
H 0.71 2.11 -1.97
H 2.55 2.09 -2.04
H 2.57 1.80 -4.40
H 0.91 1.11 -4.10
H 1.12 2.73 -4.67
C 1.52 -1.53 2.77
C -0.19 -0.21 -0.25
C -1.56 -0.21 0.19
C 0.81 -0.90 0.44
C 0.50 -1.35 1.65
C -1.88 -0.95 1.38
C -0.84 -1.47 1.98
O -2.33 0.80 -0.30
H 0.06 0.21 -1.19
H 1.81 -0.77 -0.06
H -2.91 -1.10 1.97
H -3.36 0.55 -0.21
H 1.77 -2.59 3.06
H 0.96 -1.11 3.59
H -0.98 -1.97 3.00
H 2.40 -0.76 2.71
*
```



# 5
Formula: C9H14O
Source: OMol25
Level of theory: the ωB97M-V functional and the def2-TZVPD basis

Computed properties:
max |F|	3.492	eV Å⁻¹
LUMO level	0.855	eV
structure (SMILES)	Cc1ccc(O)cc1.CC

```
! wB97M-V def2-TZVPD RIJCOSX def2/J DEFGRID3
* xyz 0 1
C 0.88 -1.85 -0.11
C -0.21 -2.43 0.78
H 0.89 -2.44 -1.10
H 0.74 -0.82 -0.42
H 1.86 -2.05 0.28
H -1.09 -1.81 0.53
H -0.09 -2.29 1.85
H -0.45 -3.48 0.72
C -2.12 0.48 1.22
C 0.21 0.68 -1.74
C 1.31 1.43 -1.24
C -0.84 0.42 -0.97
C -0.97 0.89 0.36
C 1.19 2.06 -0.01
C 0.10 1.64 0.87
O 2.44 1.34 -1.98
H 0.44 0.21 -2.70
H -1.77 0.02 -1.35
H 1.89 2.73 0.48
H 3.18 1.79 -1.57
H -2.84 -0.22 0.70
H -2.80 1.30 1.47
H -0.19 2.24 1.73
H -1.75 0.14 2.20
*
```



# 6
Formula: C9H14O
Source: OMol25
Level of theory: the ωB97M-V functional and the def2-TZVPD basis

Computed properties:
max |F|	5.271	eV Å⁻¹
LUMO level	0.779	eV
structure (SMILES)	Cc1ccc(O)cc1.CC

```
! wB97M-V def2-TZVPD RIJCOSX def2/J DEFGRID3
* xyz 0 1
C 2.10 3.17 1.77
C 1.43 2.04 1.03
H 2.66 2.82 2.67
H 2.90 3.58 1.18
H 1.53 3.92 2.04
H 2.07 1.38 0.42
H 0.59 2.34 0.28
H 0.85 1.52 1.92
C 0.73 0.26 -2.68
C -0.39 -2.24 -0.11
C -1.24 -1.35 0.57
C 0.40 -1.60 -1.03
C 0.19 -0.32 -1.46
C -1.38 0.01 0.36
C -0.77 0.44 -0.79
O -1.90 -1.80 1.69
H -0.31 -3.34 0.28
H 1.19 -2.34 -1.47
H -2.21 0.43 1.04
H -1.89 -1.07 2.41
H -0.01 -0.31 -3.37
H 1.66 0.02 -3.13
H -0.95 1.56 -1.15
H 0.62 1.40 -2.69
*
```



# 7
Formula: C9H14O
Source: OMol25
Level of theory: the ωB97M-V functional and the def2-TZVPD basis

Computed properties:
max |F|	1.623	eV Å⁻¹
LUMO level	0.807	eV
structure (SMILES)	Cc1ccccc1.CCO

```
! wB97M-V def2-TZVPD RIJCOSX def2/J DEFGRID3
* xyz 0 1
C -1.88 1.54 -2.60
C 1.43 2.17 -0.89
C 1.02 2.15 0.43
C 0.49 1.78 -1.87
C -0.84 1.60 -1.51
C -0.22 1.65 0.83
C -1.15 1.40 -0.16
H 2.42 2.51 -1.16
H 1.75 2.33 1.21
H 0.80 1.72 -2.90
H -0.37 1.32 1.85
H -2.61 0.76 -2.38
H -1.44 1.29 -3.56
H -2.09 0.92 0.07
H -2.43 2.47 -2.72
C 0.71 -2.91 1.52
C -0.36 -2.94 2.59
O 1.02 -4.21 0.94
H 0.44 -2.20 0.73
H 1.70 -2.64 1.89
H -0.60 -3.96 2.88
H 0.27 -4.38 0.35
H -1.28 -2.41 2.32
H -0.03 -2.36 3.44
*
```



# 8
Formula: C9H14O
Source: OMol25
Level of theory: the ωB97M-V functional and the def2-TZVPD basis

Computed properties:
max |F|	1.905	eV Å⁻¹
LUMO level	0.802	eV
structure (SMILES)	Cc1ccc(O)cc1.CC

```
! wB97M-V def2-TZVPD RIJCOSX def2/J DEFGRID3
* xyz 0 1
C 2.63 -1.08 0.34
C 0.57 -2.20 -0.61
C 1.33 -1.06 -0.41
C -0.61 -2.14 -1.34
C 0.81 0.16 -0.83
C -1.09 -0.95 -1.85
C -0.37 0.21 -1.55
O -2.25 -0.85 -2.58
H 0.84 -3.13 -0.20
H -1.13 -3.05 -1.59
H 2.51 -1.10 1.42
H 3.24 -0.21 0.09
H 1.44 1.04 -0.81
H -0.74 1.15 -1.93
H -2.88 -0.32 -2.09
H 3.24 -1.97 0.15
C -1.16 1.35 2.19
C -0.71 2.54 1.26
H -2.23 1.25 2.12
H -0.76 0.44 1.74
H -0.80 1.49 3.20
H 0.24 2.30 0.80
H -0.58 3.41 1.91
H -1.54 2.74 0.58
*
```



# 9
Formula: C9H14O
Source: OMol25
Level of theory: the ωB97M-V functional and the def2-TZVPD basis

Computed properties:
max |F|	2.558	eV Å⁻¹
LUMO level	0.881	eV
structure (SMILES)	Cc1ccc(O)cc1.CC

```
! wB97M-V def2-TZVPD RIJCOSX def2/J DEFGRID3
* xyz 0 1
C 2.64 -0.45 2.00
C 1.54 0.70 1.87
H 2.23 -1.41 2.27
H 3.15 -0.54 1.05
H 3.36 -0.14 2.76
H 0.71 0.26 2.40
H 1.39 1.00 0.84
H 2.01 1.53 2.38
C 0.65 -1.23 -2.31
C -1.38 0.25 -2.15
C -0.37 -0.46 -1.49
C -2.35 0.92 -1.44
C -0.52 -0.64 -0.12
C -2.36 0.85 -0.06
C -1.58 -0.11 0.58
O -3.19 1.67 0.67
H -1.42 0.29 -3.23
H -3.05 1.54 -1.98
H 1.21 -1.86 -1.60
H 1.39 -0.53 -2.71
H 0.21 -1.27 0.38
H -1.85 -0.50 1.55
H -2.66 2.03 1.41
H 0.26 -1.91 -3.06
*
```



# 10
Formula: C9H14O
Source: OMol25
Level of theory: the ωB97M-V functional and the def2-TZVPD basis

Computed properties:
max |F|	7.164	eV Å⁻¹
LUMO level	0.905	eV
structure (SMILES)	Cc1ccc(O)cc1.CC

```
! wB97M-V def2-TZVPD RIJCOSX def2/J DEFGRID3
* xyz 0 1
C 2.53 -1.29 -0.95
C 4.00 -1.65 -0.83
H 2.40 -0.27 -1.29
H 1.91 -1.91 -1.69
H 2.04 -1.42 -0.03
H 4.54 -2.39 -0.46
H 4.40 -0.77 -0.25
H 4.48 -1.33 -1.73
C -2.74 -0.90 2.03
C -0.74 0.33 -1.05
C -0.73 1.75 -0.76
C -1.45 -0.40 -0.09
C -2.13 0.09 1.10
C -1.39 2.26 0.35
C -2.12 1.46 1.26
O -0.17 2.73 -1.58
H -0.36 -0.12 -1.97
H -1.43 -1.47 -0.22
H -1.31 3.35 0.56
H -0.36 3.58 -1.27
H -2.61 -0.78 3.07
H -2.33 -1.91 1.78
H -2.60 1.98 2.07
H -3.86 -0.93 1.93
*
```



# 11
Formula: C9H14O
Source: OMol25
Level of theory: the ωB97M-V functional and the def2-TZVPD basis

Computed properties:
max |F|	1.282	eV Å⁻¹
LUMO level (spin up / spin down)	-3.921 / -7.491	eV

```
! wB97M-V def2-TZVPD RIJCOSX def2/J DEFGRID3
* xyz 1 2
C 3.31 -1.86 -1.55
C 1.92 -2.42 -1.79
H 3.92 -1.71 -2.44
H 3.28 -0.88 -1.07
H 3.91 -2.52 -0.92
H 1.39 -1.69 -2.40
H 1.91 -3.44 -2.17
H 1.40 -2.46 -0.83
C 0.34 -1.22 2.27
C -1.38 1.53 -0.44
C -2.23 0.56 0.12
C 0.00 1.64 -0.06
C -1.67 -0.29 1.02
C 0.50 0.87 0.95
C -0.30 -0.22 1.39
O -1.93 2.49 -1.14
H -3.30 0.53 -0.06
H -1.37 2.88 -1.83
H 0.57 2.42 -0.56
H -2.30 -1.02 1.52
H 1.43 1.22 1.39
H 0.70 -2.07 1.66
H -0.36 -1.74 2.93
H 1.14 -0.77 2.84
*
```



# 12
Formula: C9H14O
Source: OMol25
Level of theory: the ωB97M-V functional and the def2-TZVPD basis

Computed properties:
max |F|	1.131	eV Å⁻¹
LUMO level (spin up / spin down)	-4.402 / -8.125	eV

```
! wB97M-V def2-TZVPD RIJCOSX def2/J DEFGRID3
* xyz 1 2
C 0.54 0.75 2.16
C -0.92 1.20 2.14
O 1.45 1.80 1.85
H 0.81 0.35 3.15
H 0.68 -0.01 1.39
H -1.57 0.75 2.89
H 1.20 2.56 2.38
H -1.38 1.10 1.16
H -0.98 2.28 2.35
C 1.53 -2.21 -0.69
C 0.55 -1.26 -1.24
C -0.79 -1.63 -1.44
C 0.83 0.17 -1.25
C -1.73 -0.71 -1.82
C -0.08 1.11 -1.68
C -1.38 0.69 -1.93
H 1.31 -3.25 -0.89
H 1.44 -2.04 0.39
H -1.11 -2.66 -1.31
H 1.74 0.48 -0.74
H -2.75 -1.00 -1.96
H 0.17 2.15 -1.78
H -2.11 1.46 -2.10
H 2.57 -2.07 -1.00
*
```



| no. | M (g/mol) |
| --- | --- |
| 1 | 138.21 |
| 2 | 138.21 |
| 3 | 138.21 |
| 4 | 138.21 |
| 5 | 138.21 |
| 6 | 138.21 |
| 7 | 138.21 |
| 8 | 138.21 |
| 9 | 138.21 |
| 10 | 138.21 |
| 11 | 138.21 |
| 12 | 138.21 |